221
Properties=species:S:1:pos:R:3:forces:R:3:mulliken_charge:R:1 method="wB97M-V/def2-TZVPD" de_lowest_kcal_mol=196.63 e_tot_ha=-3756.4269 total_charge=0 spin_multiplicity=1 largest_force_ev_per_a=4.40 gap_ev=9.21 e_homo_ev=-8.8
C 2.369397 2.439375 -7.882981 -0.767 0.235 0.946 -1.46
C 3.728557 2.936215 -7.317681 -0.148 -2.741 -2.682 0.66
C 4.577677 3.654155 -8.424201 -1.242 1.012 1.258 -0.66
O 4.902597 2.889845 -9.511691 -0.018 -2.129 -0.576 -0.33
C 5.741547 3.532685 -10.425141 0.057 -0.051 -0.042 -0.71
N 3.614047 3.742805 -6.186441 -0.215 2.615 1.718 -0.79
H 1.702497 3.271995 -8.106771 0.208 0.272 -0.330 0.35
H 1.798097 1.903475 -7.125011 0.200 0.041 0.661 0.38
H 2.292327 1.701385 -8.681441 1.003 0.407 -0.409 0.33
H 4.228527 2.063685 -6.897181 0.606 -0.785 -1.252 0.25
H 5.414107 4.130145 -7.912411 0.713 -0.174 -0.029 0.31
H 4.019537 4.486945 -8.852031 -0.584 0.510 0.551 0.31
H 6.709837 3.610785 -9.930771 0.319 0.595 -0.406 0.29
H 5.309407 4.474585 -10.763041 0.186 0.538 0.389 0.31
H 5.839597 2.976565 -11.357461 -0.029 -0.559 0.340 0.25
H 3.148567 3.307715 -5.402781 -0.505 -0.282 -0.259 0.27
H 4.554297 3.843215 -5.831551 0.223 0.488 0.138 0.25
C -7.426223 -10.788185 2.149939 0.229 -0.256 -0.353 -1.47
C -7.032093 -10.989605 0.678669 0.049 -0.436 0.094 0.48
C -6.220043 -9.835805 0.095019 -1.941 0.476 -0.338 -0.80
O -6.008683 -10.094895 -1.279391 0.647 -0.772 0.386 -0.31
C -5.035903 -9.253605 -1.825101 -0.862 0.787 -1.187 -0.77
N -6.224533 -12.195565 0.438139 0.260 0.012 0.588 -0.80
H -7.886333 -11.696295 2.539459 0.264 -0.172 -0.068 0.35
H -8.218893 -10.042935 2.216099 0.278 0.348 0.049 0.36
H -6.570353 -10.527575 2.772569 -0.071 0.106 0.132 0.32
H -8.003163 -11.155645 0.212239 0.170 0.368 -0.722 0.31
H -5.292513 -9.677825 0.645309 0.246 -0.167 0.087 0.39
H -6.819063 -8.926475 0.143939 0.072 0.487 0.283 0.42
H -5.442153 -8.242485 -1.798801 0.448 0.541 0.463 0.31
H -5.007163 -9.425775 -2.901031 0.274 -0.511 0.030 0.28
H -4.032923 -9.318455 -1.403301 -0.061 -0.118 0.276 0.30
H -6.056803 -12.272615 -0.554851 -0.686 -0.155 -0.492 0.34
H -5.304733 -11.847105 0.667579 0.684 -0.533 0.774 0.29
C -10.719193 12.690065 -2.064471 -0.690 0.117 -0.359 -1.44
C -10.534333 11.168945 -2.049741 0.971 0.872 -0.191 0.72
C -9.130883 10.839715 -2.484051 0.345 -1.527 -0.599 -1.02
O -8.953463 9.381795 -2.464301 -1.108 1.049 0.186 -0.34
C -7.624163 9.054575 -2.262311 0.687 -0.317 0.526 -0.73
N -10.746663 10.666745 -0.704541 -0.014 -0.246 -0.070 -0.79
H -10.167733 13.248565 -2.820821 0.055 -0.420 -0.406 0.33
H -10.459693 13.202275 -1.137961 -0.162 -0.481 0.263 0.38
H -11.779483 12.804285 -2.289941 -0.061 0.694 0.233 0.36
H -11.223293 10.714575 -2.761761 -0.080 -0.022 -0.237 0.30
H -8.394153 11.368755 -1.879521 0.073 -0.290 0.520 0.43
H -8.908323 11.126725 -3.511761 -0.351 0.334 -0.194 0.41
H -7.016393 9.471915 -3.065151 0.443 0.221 0.196 0.30
H -7.422723 7.983985 -2.225301 -0.622 -0.201 -0.403 0.27
H -7.355643 9.375145 -1.255721 0.639 0.509 -0.051 0.30
H -11.742713 10.663805 -0.537271 -0.185 0.055 0.294 0.26
H -10.477503 9.694475 -0.752911 0.060 -0.356 0.299 0.26
C 2.272577 7.945315 3.751039 1.132 0.522 -0.581 -1.61
C 1.374727 7.219105 4.713159 0.861 1.254 -0.688 0.75
C -0.054113 7.775115 4.722629 0.091 -0.663 0.346 -0.65
O -0.895233 6.982795 5.563879 0.306 0.771 1.193 -0.37
C -0.600833 7.130025 6.970989 -1.182 -0.178 -0.553 -0.72
N 1.279837 5.882035 4.321149 -1.112 -2.193 -0.757 -0.63
H 3.279197 7.544955 3.871599 0.242 0.078 0.351 0.37
H 2.330787 9.010135 3.976609 -0.020 0.135 -0.175 0.36
H 2.141597 7.759735 2.684969 -0.891 0.174 0.009 0.37
H 1.971617 7.290965 5.622359 -0.804 0.489 0.953 0.13
H -0.549203 7.626905 3.762939 0.540 0.133 -0.357 0.32
H -0.060073 8.842765 4.942149 -0.141 0.081 0.407 0.38
H -1.474573 6.756445 7.504949 0.053 -0.452 -0.106 0.27
H -0.597303 8.175925 7.277899 0.658 0.203 -0.231 0.32
H 0.275387 6.557905 7.275939 0.160 0.261 -0.032 0.25
H 2.009427 5.234625 4.583199 -0.011 0.270 0.201 0.21
H 0.374857 5.582625 4.655009 0.112 -0.897 0.015 0.25
C 9.555877 -0.262545 -4.673851 -1.751 -0.190 0.945 -1.32
C 9.441827 1.232955 -4.851451 1.700 1.311 -0.435 0.62
C 9.052027 2.087625 -3.621021 -0.506 -1.328 -1.061 -0.82
O 7.838397 1.557415 -3.044841 1.005 1.152 0.614 -0.31
C 7.812017 2.007155 -1.697441 -0.174 -0.794 0.973 -0.83
N 10.806337 1.637765 -5.249901 0.309 -0.235 0.111 -0.77
H 8.509857 -0.530295 -4.524671 0.039 -0.777 0.296 0.29
H 10.136917 -0.543005 -3.795311 -0.056 0.216 0.103 0.32
H 9.925757 -0.878005 -5.493921 0.074 0.604 -0.387 0.43
H 8.797967 1.516945 -5.683861 -0.697 -0.435 0.109 0.21
H 8.893157 3.111835 -3.958441 -0.212 0.215 -0.073 0.33
H 9.897977 2.142035 -2.935821 -0.059 -0.486 0.342 0.44
H 8.453327 1.389475 -1.068711 0.606 -0.138 -0.142 0.33
H 6.858647 1.847865 -1.193631 -0.468 0.225 -0.715 0.27
H 8.137267 3.034725 -1.534971 -0.171 0.218 -0.405 0.33
H 10.998077 0.990945 -6.001541 0.637 0.264 -0.231 0.25
H 10.909697 2.574835 -5.612281 -0.288 0.178 -0.051 0.23
C -5.867013 -3.626775 3.847789 0.275 -0.202 -0.209 -1.27
C -5.822143 -2.205535 3.303449 -0.946 0.502 -1.146 0.57
C -7.197553 -1.800325 2.617059 0.623 -0.325 1.289 -0.85
O -7.720123 -2.724795 1.711779 -2.948 -0.654 2.147 -0.36
C -7.085043 -3.023065 0.563399 2.089 0.870 -1.068 -0.59
N -5.534763 -1.190695 4.334709 -0.208 -0.563 -0.150 -0.73
H -6.654313 -3.753895 4.590809 0.164 -0.010 0.103 0.31
H -4.895523 -3.962915 4.210179 0.106 0.489 0.703 0.39
H -5.988123 -4.386915 3.076019 -0.641 0.317 -0.393 0.30
H -5.073393 -2.161755 2.512519 0.294 -0.123 -0.156 0.19
H -7.207103 -0.777935 2.239269 0.629 0.179 -0.622 0.41
H -7.926563 -1.718195 3.423229 -0.113 -0.391 0.133 0.36
H -6.976653 -2.072005 0.042019 0.788 0.076 -0.620 0.28
H -7.563923 -3.685185 -0.157971 -0.696 -0.219 0.716 0.23
H -6.136543 -3.465705 0.867559 0.593 -0.033 -0.844 0.22
H -4.609693 -1.357905 4.703989 0.123 -0.120 0.202 0.26
H -5.472903 -0.283555 3.894979 -0.124 0.214 -0.092 0.27
C 6.827647 -6.432685 -1.964171 0.452 -0.814 0.919 -1.34
C 7.370887 -5.877865 -0.654881 0.498 0.189 0.024 0.37
C 8.778447 -6.478465 -0.289601 -0.581 -1.744 0.350 -0.71
O 8.706477 -7.937525 -0.111831 -0.371 0.353 -0.540 -0.27
C 9.904057 -8.622885 0.213219 0.479 0.921 -0.148 -0.74
N 7.563507 -4.445205 -0.724091 0.376 0.786 0.709 -0.55
H 5.938707 -5.977135 -2.400491 0.258 0.544 0.228 0.42
H 6.518257 -7.444035 -1.700421 0.343 -0.329 -0.600 0.30
H 7.694267 -6.412275 -2.624951 -0.396 -0.297 -0.578 0.33
H 6.710627 -6.110705 0.180549 -0.181 -0.130 -0.009 0.32
H 9.099357 -6.109795 0.684669 0.083 0.552 -0.083 0.33
H 9.504037 -6.228395 -1.063611 0.071 0.094 -0.089 0.31
H 9.738137 -9.684245 0.397879 -0.498 0.230 0.141 0.25
H 10.418517 -8.157305 1.053859 -0.237 -0.061 0.583 0.29
H 10.677597 -8.578785 -0.553451 -0.167 0.114 -0.684 0.31
H 7.294567 -3.916125 -1.541311 -0.199 -0.529 0.005 0.19
H 7.257527 -3.979265 0.118159 0.069 0.125 -0.229 0.20
C 1.463227 0.094315 7.667639 -1.354 0.727 0.484 -1.50
C 2.789007 0.512085 8.170899 0.984 -0.216 0.600 0.51
C 2.974367 0.172935 9.703949 -2.386 -1.453 -1.730 -0.74
O 4.144917 0.586615 10.166899 3.649 1.679 1.806 -0.34
C 4.230957 0.574425 11.607629 0.152 -0.297 -1.013 -0.74
N 3.776407 -0.120745 7.288219 0.600 0.624 0.988 -0.71
H 0.747877 0.811085 8.070929 -0.539 -0.430 0.257 0.36
H 1.278067 -0.919305 8.023149 -0.417 -0.044 -0.163 0.37
H 1.321667 0.172725 6.589719 0.491 -0.211 -0.023 0.40
H 2.936927 1.591555 8.139829 -0.019 0.156 -0.358 0.28
H 2.975737 -0.910425 9.824049 -0.688 -0.658 -0.171 0.27
H 2.185027 0.579375 10.336279 -0.715 0.178 -0.266 0.43
H 4.039247 -0.417185 12.017599 -0.252 -0.274 -0.153 0.31
H 3.487047 1.262685 12.008859 0.157 0.191 0.181 0.31
H 5.257717 0.804735 11.891929 -0.204 0.412 -0.141 0.26
H 3.546587 -1.090855 7.126439 -0.202 -0.200 0.068 0.27
H 4.611307 -0.120015 7.856589 0.740 -0.179 -0.370 0.27
C -1.517043 13.958425 0.037989 0.606 -0.245 0.666 -1.46
C -0.557943 13.875585 -1.152991 -0.763 0.432 1.021 0.45
C -1.020233 12.867455 -2.145621 0.976 -1.071 -1.104 -0.67
O -0.626493 11.584655 -1.679761 -0.061 -1.424 -0.517 -0.31
C -0.290853 10.646005 -2.756341 -1.063 1.075 0.947 -0.71
N -0.413063 15.175465 -1.736721 0.172 0.592 -1.129 -0.67
H -1.264423 14.856255 0.602059 0.115 -0.166 0.357 0.40
H -1.422533 13.070625 0.663269 -0.106 0.046 0.174 0.36
H -2.571513 14.074625 -0.212381 0.014 -0.125 -0.521 0.34
H 0.452537 13.580985 -0.869721 -0.134 -0.279 0.358 0.27
H -0.466383 13.069345 -3.062451 -0.090 0.133 -0.341 0.38
H -2.085803 12.882205 -2.374631 -0.238 0.160 0.108 0.27
H -1.127263 10.514545 -3.442811 -0.127 0.540 -0.330 0.28
H -0.205283 9.634225 -2.360011 0.727 0.330 0.425 0.26
H 0.579357 11.065275 -3.261361 0.127 -0.542 -0.166 0.31
H 0.289877 15.715575 -1.252741 -0.306 0.188 0.005 0.25
H -1.303203 15.652145 -1.759771 0.149 0.352 0.051 0.24
C -7.842773 7.303145 3.897459 -1.560 2.042 -1.402 -1.53
C -8.193503 5.862015 4.008969 0.609 1.415 -0.473 0.60
C -9.373963 5.427195 3.178489 -1.408 -1.952 -0.437 -0.74
O -9.151923 5.096205 1.791729 0.410 0.015 -0.326 -0.33
C -10.265423 4.490115 1.105599 -0.613 1.357 0.324 -0.76
N -6.972733 5.196985 3.713269 1.223 -2.343 -0.004 -0.69
H -7.702853 7.624075 2.865219 0.924 -0.504 -0.378 0.37
H -6.970413 7.554395 4.500739 -0.394 0.315 0.097 0.38
H -8.737483 7.913725 4.019149 0.004 0.449 1.282 0.36
H -8.487803 5.795905 5.056399 -0.060 -0.959 0.112 0.16
H -10.212733 6.103955 3.341479 0.031 0.648 -0.432 0.39
H -9.778723 4.500565 3.585459 0.202 -0.320 0.489 0.38
H -10.088833 4.064765 0.117669 1.248 -0.146 0.309 0.28
H -10.959193 5.286325 0.835719 -0.387 0.247 0.307 0.31
H -10.837653 3.754845 1.671309 0.342 -0.108 0.459 0.30
H -6.703373 5.302405 2.745579 -0.469 -0.099 -0.315 0.27
H -6.197543 5.622325 4.201379 -0.089 -0.056 0.376 0.27
C -2.137643 1.067215 -0.955951 -0.363 -0.190 -0.670 -1.55
C -0.848903 0.747275 -0.253241 1.116 -0.755 -0.399 0.59
C -0.196263 -0.631665 -0.707921 -2.387 0.366 1.054 -0.67
O -1.020063 -1.676715 -0.144631 0.930 -0.217 -0.573 -0.23
C -0.420153 -2.940005 -0.346781 0.403 -0.576 0.641 -0.85
N 0.160637 1.747695 -0.562261 -0.163 0.866 -0.008 -0.77
H -2.791233 0.199575 -0.865811 -0.116 0.032 -0.281 0.33
H -1.968293 1.349885 -1.994941 0.007 -0.362 -0.215 0.38
H -2.673513 1.914265 -0.527651 0.169 0.055 0.354 0.39
H -1.133773 0.867355 0.791999 0.442 -1.181 0.500 0.26
H 0.848957 -0.753045 -0.423511 0.059 0.221 0.343 0.36
H -0.269333 -0.744915 -1.789561 0.149 0.410 -0.234 0.33
H 0.030107 -3.166785 -1.313191 -0.620 0.526 -0.743 0.32
H -1.116233 -3.739175 -0.092051 -0.201 0.233 -0.086 0.25
H 0.456597 -3.089035 0.283459 0.088 0.244 0.650 0.33
H 0.881627 1.739595 0.144989 0.364 -0.337 0.075 0.25
H -0.314933 2.612375 -0.347171 0.116 0.668 -0.398 0.27
C 2.649597 -13.251585 4.740379 -0.318 -0.572 -0.305 -1.25
C 3.472287 -12.428765 3.737059 -0.032 0.033 0.698 0.62
C 3.715637 -11.002025 4.310829 1.176 -0.466 -1.713 -0.75
O 2.551827 -10.202315 4.432389 0.128 -1.968 0.274 -0.31
C 2.616367 -9.211115 5.411029 0.081 0.896 -0.512 -0.70
N 4.738517 -13.165955 3.369259 -0.744 0.833 1.314 -0.78
H 2.784647 -13.159075 5.818019 0.783 0.634 -0.060 0.28
H 2.849017 -14.307555 4.558009 -0.361 -0.169 -0.187 0.36
H 1.588067 -13.037485 4.616209 -0.037 -0.173 -0.277 0.31
H 2.915587 -12.380885 2.801169 -0.530 0.506 0.163 0.22
H 4.381457 -10.534795 3.585239 0.175 0.451 -0.303 0.29
H 4.365917 -11.091495 5.181019 -0.567 0.025 0.684 0.38
H 3.175647 -9.461605 6.312449 -0.164 -0.414 0.104 0.33
H 1.587907 -8.922485 5.627999 0.113 -0.014 0.246 0.23
H 3.120677 -8.358455 4.956349 0.097 0.461 0.204 0.28
H 5.265837 -12.663735 2.669399 -0.072 0.068 -0.177 0.24
H 4.410967 -14.034385 2.970959 0.275 -0.128 -0.156 0.25
C 2.102907 -9.982305 -6.743881 -1.707 0.200 -1.560 -1.34
C 3.012017 -11.036145 -7.376301 0.952 2.313 -0.067 0.60
C 4.406327 -10.461735 -7.841571 -0.236 -0.290 -0.355 -0.90
O 4.275147 -9.567305 -8.947781 0.210 0.917 0.226 -0.32
C 5.456247 -8.799115 -9.240411 0.570 -0.923 1.074 -0.77
N 3.314407 -11.947615 -6.344511 1.519 -1.935 0.751 -0.67
H 1.107097 -10.424365 -6.711871 -0.167 -0.470 0.585 0.36
H 1.831127 -9.185025 -7.435681 0.734 0.413 -0.110 0.35
H 2.296817 -9.563975 -5.756201 0.691 -0.352 -0.180 0.33
H 2.597587 -11.487685 -8.277661 -0.573 0.148 -0.082 0.22
H 5.052827 -11.276455 -8.167711 -0.092 -0.621 -0.239 0.36
H 4.973987 -10.093875 -6.986851 -0.326 0.842 0.202 0.42
H 6.304697 -9.455735 -9.432961 -0.035 -0.439 -0.704 0.32
H 5.866157 -8.289605 -8.368361 -0.623 0.455 0.447 0.33
H 5.368617 -8.065105 -10.041431 -0.669 -0.406 -0.014 0.26
H 2.590917 -12.505665 -5.914121 -0.606 0.497 -0.258 0.25
H 3.938947 -12.631225 -6.747901 0.358 -0.349 0.288 0.21